90
Properties=species:S:1:pos:R:3:lowdin_charge:R:1 method="wB97M-V/def2-TZVPD" e_homo_ev=-6.76 relative_energy_ev=0.4519 orbital_gap_ha=0.2120 e_tot_ha=-1978.05330 max_force_ha_per_bohr=0.03316
C -5.0080 -0.5386 2.1763 -0.010
N -3.7217 -0.1603 1.6453 -0.049
C -3.5841 0.8982 0.7870 -0.403
O -4.5029 1.4999 0.2401 0.069
C -2.0941 1.1721 0.6404 -0.153
C -1.7127 2.5796 1.0995 -0.072
C -2.1017 2.8053 2.5368 -0.217
C -3.3987 3.2041 2.8787 -0.035
C -3.7502 3.3515 4.2205 -0.079
C -2.8061 3.1124 5.2257 -0.089
C -1.4880 2.7956 4.8823 -0.074
C -1.1438 2.6540 3.5384 -0.055
N -1.4877 0.1130 1.4613 0.013
C -0.1816 0.1230 1.8095 -0.026
C 0.3651 -0.6610 2.8172 -0.057
C 1.7496 -0.7714 3.0286 -0.004
C 2.3286 -1.9343 3.6786 -0.205
C 3.6483 -2.3652 3.3829 -0.018
C 4.1971 -3.4752 4.0179 -0.068
C 3.4039 -4.2713 4.8615 -0.079
C 2.0917 -3.8697 5.1500 -0.086
C 1.5745 -2.6958 4.6028 -0.034
C -2.4770 -0.6986 2.1846 -0.232
C -2.3800 -2.1842 1.9692 -0.016
C -3.0380 -2.8249 0.9800 -0.039
C -3.1789 -4.2703 0.8528 -0.216
C -3.8110 -4.8106 -0.2943 -0.039
C -3.9940 -6.1832 -0.4337 -0.084
C -3.5313 -7.0597 0.5595 -0.085
C -2.9008 -6.5432 1.7001 -0.081
C -2.7309 -5.1648 1.8573 -0.028
H -5.7975 -0.1699 1.5128 0.099
H -5.0529 -1.6263 2.2418 0.085
H -5.1485 -0.1014 3.1742 0.100
H -1.8286 1.0137 -0.4177 0.169
H -0.6320 2.7118 0.9651 0.121
H -2.2460 3.2874 0.4478 0.136
H -4.1220 3.3973 2.0807 0.118
H -4.7693 3.6492 4.4769 0.104
H -3.0936 3.1857 6.2745 0.100
H -0.7218 2.6553 5.6477 0.103
H -0.1168 2.4175 3.2435 0.087
H 0.4609 0.7854 1.2209 0.145
H -0.3188 -1.2495 3.4355 0.081
H 2.3966 -0.1342 2.4151 0.103
H 4.2229 -1.8067 2.6363 0.120
H 5.2434 -3.7391 3.8362 0.110
H 3.8025 -5.1959 5.2863 0.103
H 1.4555 -4.4688 5.8036 0.101
H 0.5770 -2.3451 4.8780 0.104
H -2.4059 -0.4834 3.2708 0.166
H -1.6948 -2.7066 2.6362 0.098
H -3.4866 -2.2376 0.1671 0.129
H -4.1561 -4.1162 -1.0645 0.112
H -4.4927 -6.5758 -1.3204 0.104
H -3.6542 -8.1361 0.4428 0.102
H -2.5341 -7.2201 2.4734 0.104
H -2.2651 -4.7619 2.7611 0.105
C 3.9179 4.4813 6.3399 -0.085
C 3.0345 3.3738 5.7631 -0.215
N 2.9636 3.4383 4.2982 -0.053
C 2.6167 4.7681 3.7607 -0.205
C 1.2538 5.2742 4.1752 -0.071
C 2.6516 2.3161 3.5467 -0.419
C 3.1552 1.0518 4.0980 -0.045
C 4.4625 0.6592 3.6497 -0.409
C 5.4584 0.1039 4.6432 -0.142
C 5.2230 0.0177 6.0243 -0.034
C 6.2553 -0.3445 6.9010 -0.085
C 7.5221 -0.6736 6.4093 -0.091
C 7.7451 -0.6705 5.0228 -0.082
C 6.7188 -0.3021 4.1526 -0.026
O 4.7604 0.7446 2.4382 0.017
O 2.0103 2.4318 2.4832 0.011
H 4.1381 4.2284 7.3817 0.074
H 4.8719 4.5297 5.8056 0.087
H 3.4367 5.4659 6.3178 0.069
H 3.4419 2.3990 6.0645 0.091
H 2.0119 3.4462 6.1906 0.113
H 3.4023 5.4308 4.1397 0.102
H 2.6867 4.7235 2.6693 0.122
H 1.1800 6.3355 3.9269 0.078
H 0.4629 4.7581 3.6208 0.059
H 1.0556 5.1508 5.2465 0.068
H 2.7677 0.7477 5.0671 0.095
H 4.2258 0.2331 6.4089 0.098
H 6.0565 -0.3564 7.9730 0.099
H 8.3332 -0.9216 7.0952 0.099
H 8.7192 -0.9455 4.6114 0.101
H 6.8893 -0.3226 3.0730 0.117